# 1
Entry from the Open Molecules 2025 dataset: a structure of composition C53H49N2P2S2SiTl (wB97M-V/def2-TZVPD).

CARTESIAN COORDINATES (ANGSTROEM)
Tl1 -0.129 -1.369 -0.101
C1 1.297 1.067 -2.531
N1 1.761 0.535 -1.262
C2 1.712 1.599 -0.246
C3 0.297 2.017 0.208
N2 -0.287 1.184 1.260
C4 0.525 1.395 2.463
C5 -1.754 1.384 1.525
C6 -2.097 2.813 2.071
C7 -4.567 2.776 2.891
C8 -5.335 2.023 2.088
C9 -5.070 0.810 1.314
C10 -3.969 0.353 0.640
S1 -3.897 -1.321 0.152
C11 2.953 -0.251 -1.358
C12 3.589 -0.388 -2.603
C13 4.701 -1.196 -2.796
C14 5.216 -1.899 -1.719
C15 4.597 -1.781 -0.485
C16 3.462 -0.982 -0.250
S2 2.757 -1.011 1.354
H1 2.044 1.733 -2.995
H2 0.397 1.639 -2.363
H3 1.047 0.262 -3.224
H4 2.180 2.500 -0.675
H5 2.308 1.285 0.608
H6 -0.381 2.051 -0.636
H7 0.388 3.052 0.579
H8 0.811 2.454 2.568
H9 1.431 0.789 2.405
H10 -0.022 1.112 3.351
H11 -1.207 3.311 2.459
H12 -5.051 3.626 3.367
H13 -6.384 2.323 2.071
H14 -5.901 0.111 1.334
H15 3.210 0.132 -3.467
H16 5.141 -1.272 -3.784
H17 6.079 -2.546 -1.838
H18 4.968 -2.340 0.365
C17 -1.929 2.123 -2.562
Si1 -1.985 0.509 -1.445
C18 -3.339 -0.278 -2.598
C19 -4.629 0.248 -2.793
C20 -5.508 -0.280 -3.719
C21 -5.131 -1.367 -4.508
C22 -3.870 -1.910 -4.346
C23 -2.975 -1.378 -3.410
P1 -1.308 -2.119 -3.163
C24 -0.913 -2.645 -4.899
C25 -0.488 -3.912 -5.289
C26 -0.046 -4.156 -6.587
C27 -0.018 -3.138 -7.525
C28 -0.444 -1.866 -7.155
C29 -0.877 -1.626 -5.861
C30 -1.716 -3.730 -2.367
C31 -2.992 -4.040 -1.906
C32 -3.216 -5.199 -1.169
C33 -2.170 -6.066 -0.890
C34 -0.889 -5.762 -1.339
C35 -0.664 -4.595 -2.052
C36 -2.760 1.244 0.258
C37 -3.169 2.671 0.019
C38 -2.718 3.535 0.915
C39 -3.107 2.575 3.245
C40 -2.851 1.132 3.605
C41 -2.156 0.467 2.692
P2 -1.805 -1.338 2.717
C42 -3.078 -1.967 3.931
C43 -2.948 -1.917 5.320
C44 -3.892 -2.501 6.156
C45 -4.990 -3.159 5.619
C46 -5.135 -3.215 4.239
C47 -4.190 -2.628 3.406
C48 -0.322 -1.456 3.837
C49 0.510 -2.544 3.582
C50 1.624 -2.799 4.374
C51 1.930 -1.956 5.431
C52 1.118 -0.856 5.689
C53 0.006 -0.614 4.898
H19 -2.940 2.464 -2.811
H20 -1.437 1.872 -3.510
H21 -1.398 2.976 -2.126
H22 -4.955 1.079 -2.175
H23 -6.499 0.148 -3.830
H24 -5.816 -1.780 -5.240
H25 -3.570 -2.760 -4.950
H26 -0.518 -4.729 -4.579
H27 0.279 -5.153 -6.861
H28 0.329 -3.330 -8.534
H29 -0.432 -1.058 -7.876
H30 -1.204 -0.630 -5.580
H31 -3.809 -3.351 -2.082
H32 -4.211 -5.408 -0.795
H33 -2.342 -6.956 -0.296
H34 -0.057 -6.413 -1.097
H35 0.349 -4.329 -2.338
H36 -3.772 2.937 -0.841
H37 -2.896 4.606 0.910
H38 -2.883 3.232 4.090
H39 -3.312 0.684 4.478
H40 -2.096 -1.425 5.770
H41 -3.761 -2.446 7.231
H42 -5.721 -3.625 6.269
H43 -5.988 -3.720 3.801
H44 -4.318 -2.647 2.327
H45 0.300 -3.178 2.727
H46 2.268 -3.637 4.142
H47 2.809 -2.138 6.037
H48 1.360 -0.181 6.503
H49 -0.621 0.247 5.108

Atomic forces in eV per Å
-0.047 -0.046 -0.267
0.003 -0.120 0.012
-0.121 0.026 0.013
0.044 0.030 0.041
0.016 -0.061 -0.007
-0.173 0.027 -0.089
-0.030 -0.023 0.029
0.093 0.034 -0.060
-0.054 -0.003 -0.052
0.111 0.048 0.099
0.029 -0.162 -0.169
0.144 0.139 -0.044
-0.013 0.124 0.018
0.134 0.113 0.089
0.022 0.027 -0.123
0.023 0.004 0.102
-0.031 0.016 0.064
-0.071 0.031 0.056
-0.019 0.046 0.011
0.102 -0.068 0.131
0.139 -0.103 -0.172
-0.016 0.008 -0.004
-0.032 0.029 -0.012
0.028 -0.005 0.012
0.052 0.060 0.010
-0.022 0.013 -0.038
0.020 0.027 -0.015
-0.025 0.056 -0.036
-0.005 0.020 0.011
-0.090 0.077 0.029
0.019 0.085 -0.091
0.051 -0.063 0.094
0.005 -0.016 0.015
-0.015 -0.019 -0.021
-0.023 -0.029 0.020
-0.048 0.048 -0.001
0.003 -0.008 0.009
-0.001 0.001 0.018
0.017 -0.006 -0.008
0.141 0.044 -0.042
-0.239 -0.099 0.230
0.121 -0.332 -0.238
0.110 -0.004 0.048
0.005 -0.029 -0.001
0.040 0.034 0.031
0.024 0.014 0.021
-0.048 0.358 0.177
-0.088 -0.256 -0.336
0.018 0.181 0.002
-0.082 -0.072 -0.032
-0.023 -0.016 0.071
-0.026 0.042 0.012
-0.018 -0.015 0.053
0.009 -0.008 -0.007
0.009 0.093 0.095
-0.066 -0.021 0.019
0.036 0.030 -0.047
0.042 0.041 -0.025
-0.047 0.026 -0.003
0.007 -0.012 -0.004
-0.185 -0.183 0.135
-0.005 -0.132 -0.035
0.068 0.043 0.088
-0.026 -0.112 -0.180
-0.136 0.074 0.089
0.056 -0.076 -0.083
0.103 0.087 0.454
0.019 -0.035 -0.048
0.017 0.009 0.021
-0.015 0.008 -0.055
0.039 0.015 -0.042
0.028 0.042 0.006
-0.046 0.077 -0.081
-0.037 -0.112 -0.016
0.015 0.078 -0.009
-0.002 0.029 0.049
-0.041 -0.005 -0.048
-0.025 -0.027 -0.038
-0.038 -0.068 0.131
0.043 -0.029 0.007
-0.051 -0.009 0.008
-0.018 -0.014 -0.050
0.011 0.011 -0.007
-0.003 0.013 0.008
-0.007 -0.023 0.006
0.004 0.006 -0.009
0.031 -0.011 0.006
-0.011 0.001 0.016
-0.001 0.006 0.003
-0.005 0.007 0.008
0.012 -0.002 -0.017
0.017 -0.019 0.022
0.004 0.021 0.006
-0.005 -0.013 -0.015
0.007 -0.002 0.001
-0.002 0.002 0.020
-0.007 0.003 0.055
-0.015 -0.031 -0.025
0.049 0.037 0.006
0.005 -0.007 -0.042
0.006 -0.032 -0.025
0.003 0.000 -0.004
-0.008 0.008 -0.006
0.001 0.006 -0.002
0.006 -0.009 0.024
0.008 -0.012 0.007
0.006 0.025 -0.027
0.007 0.001 -0.004
-0.004 0.000 -0.005
-0.011 -0.002 -0.001

Computed properties:
Frontier orbital gap (eV): 4.866
Largest force on an atom (eV Å⁻¹): 0.5
Charge: -2

Atom charges from the Mulliken analysis, given in e for atoms 1 to 8: number 1, Tl, carries 1.393; number 2, C, carries -1.098; number 3, N, carries 1.096; number 4, C, carries -1.976; number 5, C, carries 0.395; number 6, N, carries 1.819; number 7, C, carries -1.440; number 8, C, carries -1.374

***

# 2
Entry from the Open Molecules 2025 dataset: a structure of composition C53H49N3NbO16 in a non-equilibrium geometry (wB97M-V/def2-TZVPD).

CARTESIAN COORDINATES (ANGSTROEM)
N1 0.676 0.403 3.756
C1 0.205 -0.363 2.861
N2 0.533 -0.178 1.531
N3 -0.656 -1.436 3.214
C2 -1.815 -1.647 2.340
C3 -1.590 -2.482 1.070
C4 -0.851 -3.815 1.303
C5 0.522 -3.896 0.563
Nb1 2.319 -3.943 1.943
H1 0.294 0.087 4.643
H2 1.245 0.542 1.495
H3 0.919 -1.040 1.151
H4 -0.132 -2.296 3.378
H5 -2.194 -0.674 2.040
H6 -2.575 -2.142 2.941
H7 -1.117 -1.880 0.303
H8 -2.585 -2.716 0.681
H9 -1.455 -4.593 0.840
H10 -0.761 -4.074 2.356
H11 0.585 -3.082 -0.163
H12 0.557 -4.814 -0.025
H13 1.341 -3.656 3.458
H14 2.143 -5.748 2.305
H15 3.411 -4.474 0.553
H16 2.621 -2.150 1.636
H17 3.815 -3.968 3.020
C6 2.389 1.794 6.361
C7 3.719 1.716 6.426
C8 4.439 1.948 7.701
O1 5.651 1.887 7.765
C9 3.629 2.258 8.905
C10 2.303 2.333 8.842
C11 1.580 2.108 7.565
O2 0.370 2.181 7.514
H18 1.841 1.635 5.439
H19 4.328 1.494 5.559
H20 4.177 2.420 9.825
H21 1.693 2.560 9.708
C12 -3.269 -4.035 -1.833
C13 -4.403 -3.621 -2.394
C14 -5.542 -4.545 -2.599
O3 -6.578 -4.171 -3.114
C15 -5.375 -5.951 -2.153
C16 -4.243 -6.368 -1.592
C17 -3.101 -5.441 -1.390
O4 -2.066 -5.811 -0.882
H22 -2.428 -3.377 -1.673
H23 -4.542 -2.599 -2.721
H24 -6.221 -6.609 -2.312
H25 -4.099 -7.389 -1.261
C18 1.785 3.700 2.688
C19 1.278 4.884 2.351
C20 2.159 6.032 2.033
O5 1.704 7.115 1.716
C21 3.627 5.816 2.107
C22 4.135 4.634 2.444
C23 3.249 3.483 2.759
O6 3.696 2.400 3.059
H26 1.160 2.843 2.924
H27 0.217 5.057 2.293
H28 4.252 6.669 1.870
H29 5.201 4.453 2.503
C24 -4.354 3.861 -0.369
C25 -3.600 3.647 0.706
C26 -2.171 4.044 0.726
O7 -1.473 3.852 1.699
C27 -1.613 4.689 -0.485
C28 -2.369 4.903 -1.558
C29 -3.797 4.506 -1.585
O8 -4.489 4.703 -2.564
H30 -5.398 3.579 -0.411
H31 -3.984 3.178 1.603
H32 -0.576 4.970 -0.439
H33 -1.984 5.372 -2.454
C30 -1.340 -1.386 -6.316
C31 -1.985 -1.664 -5.187
C32 -1.450 -1.236 -3.872
O9 -2.036 -1.489 -2.840
C33 -0.170 -0.486 -3.860
C34 0.476 -0.208 -4.990
C35 -0.061 -0.636 -6.305
O10 0.525 -0.380 -7.338
H34 -1.716 -1.692 -7.282
H35 -2.920 -2.210 -5.175
H36 0.201 -0.185 -2.888
H37 1.411 0.336 -5.004
C36 1.619 6.982 -4.799
C37 1.056 5.995 -4.109
C38 1.257 5.872 -2.645
O11 0.743 4.971 -2.013
C39 2.104 6.890 -1.977
C40 2.667 7.877 -2.669
C41 2.469 8.001 -4.134
O12 2.979 8.902 -4.765
H38 1.488 7.090 -5.868
H39 0.433 5.242 -4.575
H40 2.234 6.784 -0.907
H41 3.289 8.630 -2.202
C42 4.008 -3.085 6.645
C43 4.985 -2.992 7.544
C44 5.280 -4.104 8.477
O13 6.170 -4.020 9.301
C45 4.448 -5.327 8.372
C46 3.470 -5.423 7.474
C47 3.171 -4.308 6.539
O14 2.287 -4.388 5.721
H42 3.775 -2.287 5.951
H43 5.607 -2.109 7.636
H44 4.682 -6.127 9.063
H45 2.852 -6.306 7.381
C48 -3.236 -2.290 -11.775
C49 -2.799 -2.303 -10.518
C50 -3.728 -2.539 -9.386
O15 -3.330 -2.550 -8.239
C51 -5.159 -2.760 -9.704
C52 -5.596 -2.746 -10.960
C53 -4.669 -2.511 -12.095
O16 -5.066 -2.500 -13.240
H46 -2.577 -2.119 -12.616
H47 -1.759 -2.145 -10.264
H48 -5.818 -2.930 -8.862
H49 -6.636 -2.905 -11.214

Atomic forces in eV per Å
0.248 0.420 0.356
0.054 -0.571 0.597
-0.021 0.169 -0.208
-0.206 0.103 -0.600
0.405 -0.335 -0.296
-0.298 -0.197 0.648
0.250 -0.097 -1.073
0.182 0.629 0.472
-1.407 -0.296 -1.220
-0.185 0.170 0.033
0.026 -0.040 -0.130
-0.079 -0.003 -0.119
0.100 0.081 0.084
-0.136 0.205 0.139
-0.135 -0.008 0.126
0.275 0.071 -0.099
-0.147 0.101 -0.031
-0.091 -0.102 0.327
-0.103 0.141 0.196
-0.026 0.031 -0.206
0.186 -0.185 -0.008
-0.017 -0.266 0.410
0.221 -0.034 0.249
0.271 -0.447 0.247
0.316 0.400 0.190
0.319 0.354 -0.116
0.051 0.037 -0.051
-0.099 0.044 0.011
0.086 -0.080 -0.098
-0.019 0.026 0.038
-0.047 0.030 0.068
0.044 0.019 0.069
-0.036 -0.031 -0.075
0.013 0.023 0.042
0.043 -0.057 -0.064
-0.024 -0.011 -0.013
0.041 -0.015 -0.023
-0.037 -0.013 -0.024
-0.066 -0.036 -0.009
-0.002 -0.035 -0.002
-0.031 0.087 -0.008
0.014 -0.046 -0.005
0.047 -0.062 0.028
-0.088 -0.038 -0.022
0.099 0.087 0.030
-0.113 -0.251 -0.162
0.025 -0.019 0.025
0.011 0.006 0.002
-0.023 0.034 -0.016
0.038 0.012 0.019
-0.181 -0.001 -0.030
0.259 0.202 0.064
-0.054 -0.093 0.063
0.064 -0.005 -0.105
0.053 -0.025 -0.004
0.056 0.081 -0.032
-0.243 -0.112 0.007
0.312 0.003 0.054
0.053 -0.052 0.041
-0.033 0.018 -0.008
-0.030 0.022 0.008
-0.006 -0.037 0.012
0.021 -0.012 0.066
-0.076 -0.039 -0.005
0.073 -0.021 -0.004
-0.285 -0.085 0.048
-0.372 0.004 0.108
0.021 -0.008 0.063
-0.016 0.012 -0.075
0.002 -0.002 0.028
-0.001 0.009 -0.043
0.045 -0.010 0.011
0.084 -0.016 0.063
-0.019 -0.017 -0.025
0.110 0.064 0.005
-0.019 -0.004 -0.030
0.022 -0.011 0.043
-0.023 0.142 -0.054
0.086 0.052 -0.004
-0.011 0.014 0.048
0.032 0.003 0.022
-0.024 0.009 0.008
0.079 0.027 0.096
0.004 -0.006 0.007
-0.033 -0.037 0.024
0.006 -0.013 -0.028
-0.053 -0.063 0.001
-0.006 0.017 -0.078
0.028 -0.023 0.074
0.311 0.076 -0.295
0.059 0.032 0.043
-0.025 -0.047 0.042
0.045 0.069 -0.012
-0.012 -0.018 -0.003
0.025 0.033 0.000
0.002 -0.021 0.035
-0.053 0.006 0.004
0.001 0.019 -0.029
0.107 0.100 0.073
-0.070 0.012 -0.036
0.075 0.051 0.011
-0.029 -0.024 0.007
-0.080 -0.043 -0.035
0.101 -0.047 0.084
-0.016 0.060 -0.209
-0.113 -0.099 0.370
-0.026 -0.065 -0.066
0.027 -0.020 0.023
0.036 0.026 0.018
-0.017 0.015 -0.050
0.056 0.004 0.059
0.037 0.010 -0.068
0.007 -0.006 0.037
-0.202 -0.108 -0.164
-0.079 -0.010 -0.032
-0.001 -0.007 0.083
-0.026 0.002 -0.083
0.006 0.000 0.024
-0.031 -0.003 -0.025
-0.011 0.003 0.039
0.035 0.005 0.027
0.009 0.004 -0.041

Computed properties:
Frontier orbital gap (eV): 4.049
Largest force on an atom (eV Å⁻¹): 1.9
Charge: -1

Atom charges from the Mulliken analysis, given in e for atoms 1 to 8: number 1, N, carries -0.467; number 2, C, carries 0.098; number 3, N, carries -0.227; number 4, N, carries -0.070; number 5, C, carries -1.548; number 6, C, carries -0.120; number 7, C, carries 0.385; number 8, C, carries -1.434

***

In the order shown, the computed energy above the lowest of the compared OMol25 structures with the same formula, charge and spin values come out to 62.7; 0.0 kcal/mol.